[1]
The following is a DFT calculation (ωB97M-V/def2-TZVPD) of a cluster of 11 separate species, C28H63N8O18 in total.

Its net charge is +3. The HOMO energy comes out at -13.8732 eV. The strongest force on any atom comes out at 5.23 eV Å⁻¹. The calculation puts the lowest unoccupied orbital energy at -0.213 Ha.

Each line ends with the Löwdin charge.
Positions of all 117 atoms, in Å:
C: 4.3976 -2.7479 6.0165  -0.071
C: 4.0623 -4.1643 5.6971  -0.105
N: 3.4238 -4.2214 4.2657  -0.027
C: 2.0864 -4.3498 4.0955  -0.021
C: 1.8664 -4.6886 2.8031  0.014
N: 3.1131 -4.6949 2.2052  -0.070
C: 4.0361 -4.4759 3.1017  -0.017
C: 3.2373 -5.1087 0.8311  0.029
H: 5.3438 -2.4393 5.5842  0.085
H: 4.4244 -2.5261 7.0635  0.084
H: 3.6893 -2.0893 5.5677  0.072
H: 3.2949 -4.5429 6.3499  0.114
H: 4.9020 -4.9064 5.6609  0.143
H: 1.3943 -4.0492 4.8825  0.149
H: 0.9125 -4.8865 2.2815  0.130
H: 5.0543 -4.6645 3.0134  0.155
H: 3.2421 -4.2648 0.1645  0.089
H: 2.4087 -5.7117 0.5441  0.097
H: 4.1452 -5.6692 0.6825  0.106
C: 3.6292 3.0346 -1.4331  0.024
C: 4.3116 1.9567 -2.2169  -0.487
O: 3.7362 0.8981 -2.5816  -0.024
N: 5.5754 2.1790 -2.5930  0.041
H: 5.9178 3.1400 -2.4505  0.147
H: 7.4648 6.8604 0.9743  0.070
C: 6.1771 1.2990 -3.5887  -0.038
H: 4.1765 3.9451 -1.4401  0.055
H: 3.7046 2.7732 -0.3339  0.121
H: 2.6031 3.2319 -1.6973  0.056
H: 5.7553 1.6284 -4.5692  0.118
H: 5.9351 0.3216 -3.3318  0.031
H: 7.2256 1.3724 -3.7161  0.082
C: -11.6656 7.9983 0.6606  0.061
C: -11.0512 8.4802 -0.6649  -0.326
O: -11.0832 9.4909 -1.2960  0.201
N: -10.4393 7.2759 -1.4238  0.066
H: -9.4155 7.2164 -1.1841  0.210
H: -10.8760 6.3857 -1.1428  0.168
C: -10.6919 7.3551 -2.9124  0.008
H: -11.4658 6.9644 0.6895  0.060
H: -12.7526 7.9900 0.6498  0.117
H: -11.2924 8.6029 1.4609  0.104
H: -11.6933 7.5175 -3.0763  0.075
H: -10.4719 6.4030 -3.5243  0.141
H: -10.0050 8.0782 -3.3648  0.112
C: 0.5628 4.6083 1.2330  0.015
C: 0.1088 4.6790 -0.1839  -0.504
O: -1.0369 4.2099 -0.4037  0.000
N: 0.9554 5.2337 -1.0710  0.024
H: 1.8140 5.6117 -0.8367  0.110
H: -0.8746 3.0096 -1.3955  0.057
C: 0.6733 5.1590 -2.4691  -0.073
H: 0.3122 3.5290 1.4363  0.103
H: -0.0144 5.1992 1.9275  0.088
H: 1.6897 4.6847 1.3066  0.099
H: -0.3404 5.5427 -2.5521  0.094
H: 0.8750 4.1741 -2.9464  0.089
H: 1.2697 6.0141 -2.9173  0.116
C: -2.5658 -5.8526 1.1924  0.024
C: -3.8179 -5.4140 0.6712  -0.336
O: -4.1232 -4.3518 0.2925  0.185
N: -5.0316 -6.4915 0.2971  0.057
H: -4.6999 -7.1050 -0.4437  0.162
H: -5.1892 -7.1695 1.0525  0.174
C: -6.2705 -5.8947 -0.2629  -0.030
H: -1.8329 -5.4540 0.4501  0.113
H: -2.5875 -6.9882 1.2533  0.129
H: -2.3250 -5.4992 2.1453  0.039
H: -6.0139 -5.2859 -1.1894  0.128
H: -6.7217 -5.2803 0.5586  0.119
H: -6.9871 -6.6500 -0.5948  0.102
C: -1.5633 -1.4024 1.6544  0.038
C: -0.1489 -1.0564 2.0248  -0.469
O: 0.1676 -1.1055 3.2205  0.039
N: 0.6987 -0.8385 1.0116  0.010
H: -0.8122 -1.8500 4.0449  0.102
H: 0.3514 -1.2298 0.1463  0.082
C: 2.0656 -1.1038 1.1658  -0.047
H: -1.5543 -2.5349 1.7355  0.103
H: -1.8478 -1.1334 0.6264  0.102
H: -2.2442 -1.0800 2.3722  0.072
H: 2.6550 -0.3823 0.6337  0.082
H: 2.3717 -1.9651 0.6061  0.069
H: 2.3173 -1.1436 2.2196  0.094
C: 4.4110 -1.8048 -4.6498  0.049
C: 3.4234 -2.2504 -3.6034  -0.340
O: 3.2847 -3.2829 -2.9946  0.136
N: 2.2643 -1.2897 -3.2494  0.083
H: 1.7170 -1.7443 -2.4731  0.113
H: 2.5505 -0.3750 -3.0080  0.064
C: 1.2676 -1.1661 -4.4068  0.034
H: 4.9468 -2.7031 -5.0270  0.120
H: 5.1230 -1.1869 -4.1012  0.067
H: 3.9877 -1.2279 -5.4426  0.088
H: 0.2988 -1.0023 -3.9875  0.077
H: 1.1849 -2.1525 -4.8529  0.103
H: 1.6105 -0.3958 -5.0652  0.096
O: 0.3809 -4.8090 -1.7862  0.072
C: 0.3006 -3.7973 -0.8573  -0.752
O: -0.1078 -4.1273 0.2539  -0.014
O: 0.5965 -2.5893 -1.1806  -0.081
H: 0.8881 -4.3842 -2.5159  0.100
O: -2.2017 -4.3129 5.5245  0.180
C: -1.7028 -3.7645 4.4328  -0.616
O: -1.5161 -4.4261 3.3920  0.024
O: -1.4978 -2.4689 4.6234  0.076
H: -2.5619 -3.7750 6.1686  0.092
O: -0.7974 1.1887 -0.0979  0.116
C: -0.3426 1.1522 -1.3852  -0.639
O: 0.1521 0.1840 -1.8609  0.119
O: -0.4057 2.3293 -1.9386  0.133
H: -0.5152 0.3489 0.2599  0.032
O: 7.2939 7.7969 -1.0587  0.129
C: 6.8833 6.5225 -0.7675  -0.544
O: 6.4228 5.7770 -1.6447  0.062
O: 7.0249 6.1961 0.5521  0.175
H: 7.0078 7.9502 -1.9679  0.131

Forces on the atoms, in the same order (eV/Å):
C 0.96 0.43 -0.41
C 0.05 -0.80 -2.11
N 1.40 -0.51 1.77
C -1.03 0.56 0.22
C -0.78 0.49 -0.03
N -1.90 -1.07 -0.68
C -0.85 0.32 1.60
C 0.92 0.16 -0.63
H 0.31 -0.11 0.03
H 0.05 -0.15 0.65
H -0.85 0.44 -0.18
H -0.27 -0.28 0.10
H -0.64 0.88 0.22
H 0.22 -0.50 -0.31
H 0.88 0.38 0.10
H 1.55 0.06 -0.38
H 0.05 0.53 -0.18
H -0.69 -0.48 0.05
H 0.35 -0.18 0.02
C 0.45 -0.68 2.06
C -0.84 -1.22 -1.22
O 0.39 1.10 0.71
N 0.54 1.08 0.39
H 0.04 -0.87 -0.14
H 1.98 3.13 2.00
C -0.96 2.27 -1.22
H 0.58 0.94 -0.46
H -0.46 -0.10 -1.08
H -0.26 -0.42 -0.19
H 0.13 -0.84 0.45
H -0.46 -1.56 0.19
H 1.09 0.45 0.53
C 0.17 0.86 -1.74
C -1.68 0.99 -0.65
O 0.25 -1.27 1.52
N 0.80 -1.36 -0.87
H -1.07 -0.02 -0.42
H 0.34 0.44 0.38
C 3.28 -1.44 -1.41
H 0.78 -1.15 0.95
H -0.19 0.79 -0.30
H 0.17 0.05 0.65
H -2.20 0.97 -0.20
H -0.04 0.93 1.76
H -0.66 0.26 0.32
C 1.55 -2.06 -0.05
C -1.04 0.45 1.19
O 1.50 0.99 -0.88
N -2.21 -1.90 -0.34
H 1.63 0.54 1.17
H -0.10 0.26 0.47
C 0.49 2.09 -1.24
H 0.33 0.96 0.31
H 0.08 0.37 0.02
H -1.32 0.36 0.29
H -0.35 -0.73 -0.61
H -0.32 0.82 0.33
H -0.40 -1.37 0.04
C 0.30 -3.72 -1.77
C -1.69 1.30 -1.10
O -0.32 0.75 0.05
N 0.63 -1.36 -0.19
H 0.66 -0.04 -0.15
H -0.26 0.49 0.14
C -0.48 1.66 0.02
H 0.03 -0.37 0.65
H 0.49 1.24 -0.21
H 0.17 0.93 1.50
H -0.18 -0.56 1.55
H 0.30 -0.33 -1.12
H 0.33 -0.20 0.35
C 1.13 -1.89 -1.44
C -1.13 -0.75 0.23
O 0.46 0.08 0.36
N -1.34 -0.47 0.44
H -0.76 -1.25 0.11
H -0.12 -0.40 -0.78
C 1.83 0.45 0.04
H -0.05 1.08 -0.35
H 0.02 -0.11 0.43
H -1.16 0.89 1.09
H 0.38 1.09 0.20
H -0.29 -1.21 0.14
H 0.26 -0.06 -0.01
C 0.57 -1.43 1.20
C -2.14 -0.57 1.05
O 1.29 0.85 -1.19
N -1.17 -1.82 -1.48
H 0.32 0.12 0.09
H 0.79 1.73 0.80
C 0.74 -1.16 0.88
H -0.43 0.65 0.20
H 0.03 0.05 -0.20
H -0.44 0.33 -0.39
H -0.40 0.70 0.38
H 0.33 0.02 -0.48
H -0.05 0.27 -0.47
O 1.01 1.28 -0.74
C -0.31 1.38 0.40
O -0.20 -0.59 0.68
O 0.36 -1.32 -0.83
H -0.52 -0.67 0.33
O 0.64 -3.57 -2.12
C 0.38 0.95 -1.66
O 0.15 1.50 2.48
O 0.82 0.35 -0.42
H -0.74 2.43 1.86
O -0.32 0.60 -1.19
C -0.34 1.63 2.07
O 0.62 -1.34 -1.03
O -0.01 -0.38 -1.44
H 0.17 -0.22 0.48
O -0.47 -1.40 0.96
C -0.57 -0.70 -1.45
O 0.91 1.40 2.63
O -2.09 -2.64 -4.00
H 0.17 0.06 -0.18

[2]
The following is a DFT calculation (ωB97M-V/def2-TZVPD) of a structure of composition C5H17FeNO7.

Its net charge is +2. The spin multiplicity is 7. The HOMO energy (spin up / spin down) comes out at -16.1292 / -16.1260 eV. Its expectation value of S² is 12.04. The strongest force on any atom comes out at 18.44 eV Å⁻¹. The calculation puts the lowest unoccupied orbital energy (spin up / spin down) at -0.400 / -0.399 Ha.

Each line ends with the natural charge from an NBO analysis.
Positions of all 31 atoms, in Å:
Fe: -1.3470 0.8207 1.1866  1.881
C: -3.1288 1.6754 -0.1046  1.044
O: -2.0853 2.2673 0.0381  -0.576
O: -2.6925 0.5631 -0.2555  -0.469
O: -3.3159 1.3964 1.0948  -0.425
O: -1.9795 -0.9884 2.0208  -0.974
H: -2.6490 -1.4625 1.5276  0.541
H: -1.6816 -1.6128 2.6823  0.541
O: 0.2797 2.0835 1.4882  -0.948
H: 1.1843 1.7785 1.4174  0.525
H: 0.3124 2.9985 1.2091  0.545
O: -1.5712 1.4523 3.1803  -0.958
H: -2.0768 2.0972 3.6750  0.551
H: -1.3966 0.7513 3.8082  0.518
C: 0.3141 0.9674 -1.9127  -0.673
C: 0.1185 -0.3908 -1.2851  -0.086
C: 1.2082 -1.3868 -1.7009  -0.093
O: 2.5382 -1.1052 -1.1432  -0.553
C: 3.3556 -2.2272 -1.3733  -0.272
N: 0.0299 -0.2959 0.1772  -0.906
H: 0.3296 0.9013 -3.0006  0.264
H: 1.2708 1.4467 -1.7049  0.233
H: -0.3073 1.8123 -1.6158  0.229
H: -0.7716 -0.8619 -1.7020  0.227
H: 1.2668 -1.2865 -2.7847  0.220
H: 0.8908 -2.4002 -1.4555  0.186
H: 3.7874 -2.2569 -2.3737  0.203
H: 2.9322 -3.1937 -1.0997  0.180
H: 4.1334 -2.1731 -0.6116  0.211
H: 1.0010 -0.0696 0.3382  0.415
H: 0.0501 -1.3004 0.2803  0.421

Forces on the atoms, in the same order (eV/Å):
Fe 0.34 1.08 0.47
C 5.65 1.56 3.03
O 6.68 13.76 -5.21
O -1.45 -15.45 -9.97
O -11.44 -0.39 11.99
O -0.07 0.04 -0.10
H -0.66 -0.19 -0.39
H 0.36 -0.24 0.50
O 0.10 -0.13 -0.15
H 0.56 -0.16 0.07
H -0.27 0.74 -0.14
O 0.23 -0.54 -0.03
H -0.45 0.63 -0.05
H 0.09 -0.27 0.49
C 0.86 1.22 -0.52
C 0.09 0.89 -2.26
C 1.23 0.93 0.00
O -2.95 -0.18 -0.27
C 1.56 -0.55 1.05
N 0.70 -1.25 -0.58
H -0.35 -0.07 0.04
H 0.68 -0.68 0.27
H -0.92 -0.62 -0.04
H -0.40 0.20 0.30
H -0.01 -0.31 -0.16
H 0.12 -0.21 0.14
H -0.14 0.07 -0.01
H -0.80 0.01 -0.41
H 0.47 0.36 -0.40
H 0.62 0.29 0.79
H -0.42 -0.54 1.56

[3]
The following is a DFT calculation (ωB97M-V/def2-TZVPD) of a structure of composition C6H11NO.

The HOMO energy comes out at -7.4853 eV. The strongest force on any atom comes out at 10.27 eV Å⁻¹. The calculation puts the lowest unoccupied orbital energy at 0.020 Ha.

Each line ends with the natural charge from an NBO analysis.
Positions of all 19 atoms, in Å:
C: -0.1341 -1.7319 -0.1479  -0.592
C: 0.7836 -0.5501 0.2561  -0.200
C: 0.9705 0.0630 -1.0743  -0.259
C: -1.1076 0.8797 -0.0163  -0.259
C: 0.0659 0.8500 0.8918  0.257
C: 0.5661 -0.2312 1.7535  -0.362
H: -0.9507 -1.6234 0.6330  0.180
H: -0.4208 -1.5528 -1.2052  0.208
H: 0.2916 -2.8398 0.1489  0.230
H: 1.5734 1.0539 -1.3332  0.229
H: 0.9311 -0.5173 -1.9940  0.216
H: -1.0496 0.1037 -1.8337  0.338
H: -1.5457 1.6787 0.0019  0.176
H: -1.8903 0.1063 -0.1818  0.196
H: 0.6555 2.8211 -0.0218  0.536
H: -0.4241 -1.2568 1.8829  0.238
H: 1.2345 0.0360 2.8130  0.251
N: -0.3539 0.7451 -1.2979  -0.655
O: 0.8047 1.9657 0.7251  -0.728

Forces on the atoms, in the same order (eV/Å):
C 0.04 -1.61 2.28
C 0.47 -0.98 0.68
C 0.67 4.82 -2.35
C 3.73 -8.49 -1.55
C -2.22 -2.38 -0.19
C -0.54 -1.26 2.38
H -0.18 -0.62 -1.94
H -0.33 -1.29 0.99
H -0.59 2.76 -1.24
H 0.15 -2.82 1.23
H 1.38 -0.78 0.42
H 2.13 1.58 0.47
H -4.73 9.12 0.29
H 0.50 0.14 1.91
H -0.23 -4.77 2.91
H 3.32 3.92 0.92
H -1.62 -1.11 -3.41
N -3.57 -0.64 -2.63
O 1.59 4.42 -1.18